156
Properties=species:S:1:pos:R:3:forces:R:3:mulliken_charge:R:1 method="wB97M-V/def2-TZVPD" homo_energy_ev=-12.08 spin_multiplicity=1 gap_ev=10.6 charge=+1
C 0.96499 -1.87117 2.10438 0.51 0.08 -0.44 -1.67
C -0.05682 -1.68454 0.96100 0.27 -1.55 1.44 0.96
C 0.02786 -0.24684 0.51052 -1.70 -0.45 -1.19 -0.42
N -0.31030 0.01012 -0.94845 -0.84 1.03 -0.33 0.98
C -1.45634 -0.78437 -1.53905 0.34 -0.26 -0.28 -0.91
C -2.78754 -0.64902 -0.87730 0.72 0.57 1.92 -0.77
C -3.22632 0.80218 -0.81870 -0.12 -0.42 -1.13 -1.04
C -2.13532 1.77912 -0.39373 0.25 0.71 -0.17 -0.17
C -0.75499 1.49972 -0.99264 -0.16 -1.01 0.44 -0.50
C 0.89785 -0.04370 -1.83423 0.94 -0.56 1.26 -0.58
H 1.91356 -1.46816 1.73857 0.20 -0.09 0.32 0.48
H 1.15191 -2.89528 2.42501 -0.26 -0.12 -0.29 0.53
H 0.68601 -1.33150 3.01128 -0.11 0.24 -0.16 -0.03
H -1.01426 -1.95477 1.41816 -0.31 0.71 -0.20 0.29
H -0.00389 -2.49590 0.23318 0.74 0.47 -0.46 -0.69
H 0.97836 0.26907 0.62022 0.05 -0.15 0.55 0.35
H -0.82151 0.19805 1.02887 0.58 0.73 0.29 0.04
H -1.31325 -1.86394 -1.54696 1.08 0.19 -0.31 0.10
H -1.50486 -0.36345 -2.54219 -0.11 -0.48 -0.20 0.58
H -2.71818 -0.97771 0.16816 0.03 -0.47 -0.15 0.34
H -3.40424 -1.37564 -1.40099 -0.54 0.49 0.01 0.75
H -4.09823 0.88291 -0.17124 -0.17 0.30 -0.32 0.37
H -3.43907 1.01933 -1.87192 -0.61 0.43 0.21 0.07
H -2.12821 2.02543 0.66986 0.26 -0.62 0.15 0.15
H -2.36597 2.75617 -0.83038 -0.16 0.01 0.03 0.53
H 0.05848 1.97726 -0.45068 -0.16 0.52 -0.21 -0.28
H -0.77405 1.78781 -2.04205 0.28 -0.05 -0.03 0.58
H 1.50633 -0.91068 -1.57150 -0.43 -0.43 -0.37 0.23
H 1.57788 0.75266 -1.52495 -0.31 0.37 -0.28 0.11
H 0.64614 -0.01979 -2.88726 -0.17 -0.01 0.05 0.34
O 2.99232 2.20032 -0.14761 -0.01 0.16 -0.81 -0.42
C 3.05565 3.21938 0.49476 0.02 -0.11 1.42 0.70
O 3.82484 4.27398 0.22991 -0.87 0.44 -0.32 -0.39
C 4.29185 4.46298 -1.11719 1.43 -0.55 0.33 -0.19
C 5.59798 3.68613 -1.29429 0.00 -0.87 -1.20 -0.87
C 2.24778 3.36987 1.78080 0.12 -0.92 -1.91 -0.59
H 4.46213 5.53141 -1.22192 -0.14 0.03 0.13 0.37
H 3.57763 4.12401 -1.86548 -0.27 0.03 0.25 0.20
H 6.22883 4.13120 -2.06743 0.02 0.21 0.20 0.42
H 5.36638 2.69171 -1.69142 -0.17 0.03 0.04 0.12
H 6.20047 3.46652 -0.41551 -0.21 0.70 0.33 0.21
H 2.33289 2.39218 2.25430 0.29 0.37 0.70 0.19
H 1.24608 3.31379 1.34340 -0.29 0.68 0.54 -0.06
H 2.46292 4.27728 2.32559 -0.15 -0.16 0.31 0.41
O 7.38480 -5.05975 2.08011 0.03 0.24 0.07 -0.57
C 6.62803 -4.31478 1.51281 0.89 -0.73 0.14 0.78
O 5.48103 -3.89362 2.05619 -1.03 0.45 -0.30 -0.11
C 5.20658 -4.32805 3.38384 0.93 0.10 1.77 -0.44
C 3.82640 -3.94197 3.86659 -0.58 0.40 -1.77 -0.86
C 6.75563 -3.90973 0.08566 -0.91 0.28 -1.38 -0.20
H 5.96595 -3.86622 4.02201 0.02 -0.07 0.05 0.35
H 5.35288 -5.40131 3.50582 0.01 -0.05 -0.40 0.38
H 3.62231 -2.87215 3.77264 0.32 0.07 0.17 0.20
H 3.57502 -4.25192 4.87501 0.31 -0.26 0.02 0.44
H 3.13782 -4.39085 3.14010 -0.29 -0.15 0.39 0.09
H 5.82867 -4.28799 -0.35782 0.12 -0.01 -0.22 -0.16
H 7.57037 -4.32554 -0.49823 0.27 -0.36 0.65 0.38
H 6.72162 -2.85498 -0.19245 -0.03 0.17 0.75 -0.16
C 0.29187 0.23356 7.81160 -1.04 -0.91 -1.32 -1.18
C -1.03488 -0.23495 7.12596 0.62 1.04 0.06 -0.50
C -0.67984 -0.77042 5.72299 -0.15 -0.60 0.25 -0.34
C -1.66613 -0.58785 4.66530 -0.36 -0.04 0.03 0.19
N -2.41076 -0.44770 3.80164 0.02 0.13 -0.04 -0.36
H 0.47430 1.14767 7.24933 0.61 0.35 0.76 0.33
H 1.07913 -0.47545 7.55351 0.14 0.00 0.30 0.29
H 0.18646 0.30970 8.88714 0.13 0.43 -0.01 0.36
H -1.62286 0.67860 7.02613 -0.31 -0.18 -0.03 0.30
H -1.61648 -0.92974 7.72707 0.09 -0.25 -0.21 0.42
H -0.51221 -1.84506 5.82913 0.15 -0.01 -0.23 0.30
H 0.23657 -0.34116 5.31077 0.11 0.12 0.36 0.27
C 1.98305 -4.37650 -0.11953 0.29 0.29 -0.90 -0.58
C 3.15136 -5.12900 -0.78866 -1.14 -0.01 0.72 0.23
C 2.73481 -6.59425 -0.97913 -0.17 0.38 -1.09 -0.85
C 1.39425 -6.79229 -1.57736 0.40 0.11 0.57 0.36
N 0.36186 -7.03006 -2.01475 -0.22 0.08 -0.15 -0.52
H 1.13643 -4.22917 -0.79545 0.13 -0.16 -0.25 0.01
H 2.31805 -3.37346 0.14203 -0.09 -0.10 0.50 0.11
H 1.57936 -4.96049 0.70834 0.24 0.27 0.35 0.35
H 3.97199 -5.12138 -0.07279 0.16 -0.07 -0.13 -0.43
H 3.48980 -4.65830 -1.70944 -0.16 0.01 -0.06 0.48
H 2.74467 -7.06309 0.00194 0.13 -0.46 -0.21 0.32
H 3.38305 -7.04960 -1.73051 0.38 -0.43 0.59 0.40
C 5.87306 1.25011 1.80870 -1.96 -0.49 0.46 -0.75
C 6.61388 0.02693 1.28437 0.23 0.61 -0.59 0.10
C 6.65735 0.08706 -0.26855 -1.32 -0.19 -0.33 -0.64
C 5.36922 -0.24712 -0.92990 0.05 -0.28 0.91 0.29
N 4.34259 -0.50761 -1.37148 -0.10 -0.06 -0.19 -0.48
H 4.95485 1.42107 1.23013 0.63 0.44 -0.87 -0.24
H 6.47322 2.14452 1.93881 -0.03 0.04 -0.17 0.30
H 5.27506 1.06503 2.71082 1.05 -0.20 0.65 0.44
H 6.17461 -0.89802 1.65182 0.01 -0.09 -0.14 -0.13
H 7.65101 0.08220 1.61365 0.02 -0.25 0.10 0.39
H 7.37321 -0.58745 -0.73567 0.44 0.36 0.14 0.51
H 6.74083 1.12836 -0.58651 0.95 -0.04 0.06 0.15
C -1.19585 0.05807 -6.49405 -0.10 -0.29 0.09 -0.71
C -1.27946 -1.36248 -7.09292 0.75 0.46 0.91 -0.59
C -1.62442 -2.41467 -6.01328 0.18 -0.87 -0.92 -0.20
C -0.77284 -2.63366 -4.83683 -0.31 1.03 -0.25 0.39
N -0.14083 -2.79570 -3.89227 0.12 -0.13 0.12 -0.48
H -0.15987 0.36242 -6.34238 0.03 0.08 -0.36 0.39
H -1.62092 0.10699 -5.49216 -0.44 0.04 -0.16 -0.05
H -1.71067 0.73488 -7.17337 0.16 0.35 0.26 0.27
H -0.32506 -1.48782 -7.60394 -0.12 -0.72 -0.04 0.31
H -2.07787 -1.43888 -7.82751 0.02 0.05 -0.04 0.38
H -1.65572 -3.42049 -6.44660 -0.19 0.12 -0.32 0.48
H -2.63915 -2.15655 -5.73263 0.06 -0.21 0.59 -0.16
C -6.17545 -0.09216 -5.71418 -1.19 0.73 0.82 -0.43
C -6.52257 0.23177 -4.21715 -0.20 0.19 -1.30 -0.43
O -5.37963 -0.22797 -3.50943 -0.55 -0.02 0.21 -0.31
C -4.41760 -0.55047 -4.36803 0.91 0.17 0.35 0.10
O -3.30326 -0.82559 -4.01852 -0.38 -0.13 -0.18 0.19
O -4.81314 -0.48440 -5.64612 -0.02 0.01 -0.24 -0.33
H -6.34431 0.85608 -6.22405 0.69 -0.16 -0.49 0.25
H -6.79223 -0.82518 -6.22980 0.21 -0.38 0.33 0.32
H -7.45192 -0.18916 -3.84530 0.21 -0.32 0.12 0.33
H -6.58941 1.31809 -4.17069 0.09 -0.02 0.53 0.30
C -2.15669 -5.02612 -1.54712 -1.24 0.04 -2.69 0.05
C -3.52623 -5.21942 -2.26342 0.13 -0.60 0.16 -0.50
O -4.42796 -4.69289 -1.28270 -1.12 -0.97 -0.97 -0.38
C -3.79939 -4.00300 -0.36603 0.35 0.74 0.79 0.63
O -4.33036 -3.47571 0.56907 0.71 -0.04 -0.49 -0.58
O -2.46235 -3.95058 -0.67814 0.22 -0.12 1.21 -0.08
H -1.45926 -4.70403 -2.31884 0.46 0.05 0.48 0.14
H -1.86471 -5.99028 -1.13802 0.26 0.44 0.79 0.26
H -3.75415 -6.26603 -2.46674 -0.05 -0.06 0.48 0.33
H -3.71306 -4.74416 -3.22774 0.41 0.64 0.23 0.18
C -5.08613 1.95304 3.20554 -1.00 -1.29 -1.89 0.29
C -5.64577 0.54452 3.54091 0.83 0.32 0.56 -0.07
O -6.85686 0.84872 4.20936 -0.52 -0.57 -0.13 -0.37
C -7.20858 2.12675 4.03101 -0.44 0.04 0.35 0.53
O -8.24942 2.59613 4.35989 0.14 0.07 -0.08 -0.54
O -6.21138 2.81036 3.43833 0.83 0.57 0.62 -0.36
H -5.04936 1.96803 2.11355 0.92 0.15 0.04 -0.17
H -4.11891 2.18712 3.64066 -0.34 0.53 0.46 0.32
H -5.04581 -0.04610 4.22934 0.17 0.16 -0.10 0.16
H -5.77601 -0.03674 2.62757 -0.45 -0.02 0.13 0.19
C -4.22231 5.36876 1.45275 0.02 -0.81 -1.08 -0.18
C -3.63573 5.73767 2.79744 -0.15 0.85 -0.40 -0.37
O -2.39234 4.99669 2.85700 -0.76 -0.06 1.37 -0.36
C -2.02640 4.73566 1.61826 1.30 0.74 -1.54 0.74
O -0.88382 4.57574 1.23966 -1.24 -0.53 0.54 -0.58
O -3.07167 4.83519 0.78956 0.47 -0.44 -0.76 -0.30
H -4.56617 6.16382 0.79011 -0.02 0.35 0.57 0.27
H -4.99563 4.59630 1.42179 0.08 0.02 0.52 0.15
H -4.34166 5.55627 3.60213 0.52 -0.25 0.33 0.33
H -3.32057 6.78163 2.75525 -0.27 0.07 0.39 0.32
C 0.55802 7.53901 -1.69187 -1.17 0.23 1.82 -0.24
C -0.74082 8.13765 -1.10079 -0.08 1.33 -1.60 -0.37
O -1.73552 7.12715 -1.31109 0.26 0.21 0.68 -0.33
C -1.18938 6.07621 -1.96384 -0.30 0.50 -0.39 0.74
O -1.80225 5.14352 -2.37779 0.22 -0.06 0.35 -0.57
O 0.11859 6.29920 -2.17617 0.35 -1.19 -0.56 -0.32
H 1.17286 7.38882 -0.80281 0.88 -0.09 -0.70 0.23
H 0.95363 8.13223 -2.50836 0.38 -0.03 0.20 0.33
H -0.99244 9.01694 -1.70161 -0.44 -0.17 -0.09 0.24
H -0.66555 8.55880 -0.10142 -0.14 -0.91 0.41 0.32